19
Properties=species:S:1:pos:R:3:forces:R:3:nbo_charge:R:1 method="wB97M-V/def2-TZVPD" fmax_ev_per_a=6.4 gap_ev=11.3582 lumo_energy_ev=-2.9 relative_energy_kcal_mol=39.03 charge=+1
C -0.855 -0.173 0.444 -1.7 5.3 -3.1 -0.225
C -0.352 -1.467 0.344 1.7 -4.1 -1.0 -0.447
C 0.598 -1.901 -0.862 1.2 0.3 1.9 -0.220
N 1.678 -0.888 -1.091 -2.3 2.5 -2.3 -0.874
N 0.274 0.654 0.892 2.0 1.2 -0.3 -0.736
H -1.296 0.350 -0.523 1.4 -1.3 1.2 0.219
H -1.705 0.041 1.044 -0.5 -0.5 1.3 0.240
H 0.211 -1.604 1.310 -0.7 -0.9 -0.8 0.207
H -1.214 -2.078 0.214 -0.5 -1.3 0.6 0.251
H 0.102 -2.255 -1.759 -0.4 0.4 0.0 0.214
H 1.160 -2.770 -0.450 -0.6 0.4 -0.4 0.216
H 2.486 -1.360 -1.351 2.1 -1.2 0.1 0.386
H 1.564 -0.335 -2.033 -0.4 -1.1 2.3 0.380
H 0.061 1.629 0.734 -0.3 0.9 0.0 0.457
H 1.165 0.433 0.221 -1.6 -0.3 1.7 0.490
H 0.423 0.560 1.925 0.4 -0.2 -1.3 0.434
H -1.346 4.135 1.059 0.4 -2.5 -2.6 0.507
H -1.745 3.654 -0.454 0.7 -0.2 1.2 0.500
O -1.209 3.375 0.334 -0.9 2.5 1.5 -0.999